(1)
68
Properties=species:S:1:pos:R:3:forces:R:3:nbo_charge:R:1 method="wB97M-V/def2-TZVPD" homo_lumo_gap_ev=7.547 total_energy_ev=-2131311.469 homo_energy_ev=-8.3288
C 7.47160 -2.40583 -0.05590 -0.52 -0.46 -0.84 -0.64
C 6.73510 -1.72234 -1.39295 1.30 -0.26 0.29 -0.43
C 6.15528 -0.20863 -1.09940 -0.83 -0.88 0.82 -0.70
I 7.06192 1.16504 -2.59239 -0.48 -0.48 0.83 0.10
B 4.51322 -0.13780 -1.31774 -1.85 1.28 -0.42 1.21
O 3.83218 -0.46771 -2.61947 0.18 -2.68 4.32 -0.92
B 3.04561 -1.69892 -2.25534 -0.05 2.11 0.73 0.97
O 2.30803 -1.85174 -0.97771 3.71 1.38 -0.43 -0.93
B 2.95720 -1.11869 0.12758 -0.14 2.34 -2.68 0.97
O 3.56319 0.21908 -0.20499 1.52 -4.36 -1.58 -0.91
H 8.17116 -3.28302 -0.45235 -1.39 2.01 0.95 0.23
H 6.62525 -2.93419 0.58095 1.89 1.32 -1.01 0.21
H 8.09278 -1.61663 0.56238 -1.34 -1.72 -1.26 0.22
H 7.54844 -1.60958 -2.25540 -1.92 -0.50 1.88 0.23
H 5.91556 -2.49307 -1.72780 1.43 1.70 0.41 0.21
H 6.41761 0.15238 -0.00736 -0.32 -0.62 -2.41 0.27
H 3.04191 -2.54341 -3.10570 -0.04 0.11 0.69 -0.07
H 3.09318 -1.49680 1.23204 -0.25 -0.36 0.04 -0.08
C -1.28996 -0.16309 1.75479 2.49 -0.35 2.90 -0.57
Br 0.17233 -1.02147 0.80134 -0.07 0.23 0.58 0.14
Br -0.93817 -0.04435 3.66428 0.16 0.29 -0.26 0.11
Br -1.73320 1.57038 0.99123 8.46 4.16 -0.85 0.20
H -2.17086 -0.80162 1.63107 1.70 0.02 1.64 0.21
C -3.50100 -2.07107 -0.96066 0.22 -0.44 0.04 -0.50
Br -3.55499 -1.95475 -2.90172 -0.04 0.02 0.39 0.07
Br -2.66354 -0.50609 -0.16474 -0.29 -5.32 -11.56 0.19
Br -5.26158 -2.41215 -0.20669 0.27 0.16 -0.16 0.07
H -2.87322 -2.93230 -0.70925 -0.30 0.29 -0.14 0.23
C -5.51764 1.25206 2.15213 -0.35 -0.22 0.69 -0.51
Br -6.62724 -0.15756 2.90442 0.08 0.30 -0.02 0.05
Br -5.36897 2.77496 3.35324 -0.13 -0.11 -0.08 0.05
Br -3.77265 0.58670 1.60742 -12.75 1.33 6.52 0.07
H -6.02138 1.60678 1.24690 0.30 -0.17 0.35 0.22
C 7.24516 5.23025 -2.32653 -0.01 -0.13 -0.14 -0.49
Br 8.94489 5.79164 -3.08808 -0.44 -0.10 0.24 0.09
Br 7.37058 4.94758 -0.40602 -0.09 0.06 -0.46 0.07
Br 5.80621 6.45636 -2.78530 0.38 -0.29 0.16 0.09
H 6.99694 4.26332 -2.77649 0.08 0.40 0.26 0.23
C -0.33603 -2.11532 -5.68795 -0.39 0.12 -0.01 -0.48
Br -0.34740 -0.84042 -7.15719 0.06 -0.35 0.41 0.09
Br -0.13917 -3.94492 -6.31869 0.02 0.50 0.18 0.09
Br 1.00015 -1.66383 -4.34811 -0.65 -0.09 -0.76 0.08
H -1.31377 -2.04899 -5.19943 0.45 -0.03 -0.19 0.23
C -2.65484 -4.29540 4.05884 -0.09 -0.27 -0.04 -0.49
Br -0.95511 -3.73400 3.29729 -0.45 -0.18 0.14 0.08
Br -2.52942 -4.57806 5.97936 -0.01 0.13 -0.49 0.09
Br -4.09379 -3.06928 3.60008 0.40 -0.13 0.07 0.09
H -2.90306 -5.26232 3.60888 0.12 0.45 0.21 0.23
C -10.17081 -2.42648 3.55685 -0.10 -0.16 -0.18 -0.49
Br -10.22726 -1.02503 2.20891 -0.08 -0.37 0.39 0.10
Br -8.35009 -2.81640 4.11984 -0.48 0.02 -0.05 0.10
Br -11.32548 -2.02282 5.06953 0.32 -0.09 -0.36 0.09
H -10.56258 -3.33584 3.08930 0.20 0.42 0.23 0.23
C 9.43095 6.70924 2.43031 -0.08 -0.13 -0.14 -0.49
Br 9.37450 8.11069 1.08237 0.04 -0.34 0.40 0.09
Br 11.25167 6.31933 2.99330 -0.46 0.14 -0.12 0.09
Br 8.27628 7.11290 3.94299 0.31 -0.07 -0.37 0.09
H 9.03918 5.79988 1.96276 0.19 0.42 0.19 0.22
C 1.71829 2.67000 -4.66251 0.11 -0.25 0.06 -0.49
Br 1.53209 2.80006 -6.59450 0.03 0.03 0.49 0.08
Br 3.00904 3.95100 -3.97184 -0.32 -0.27 -0.17 0.09
Br 0.00165 2.81313 -3.75858 0.41 -0.02 -0.24 0.08
H 2.11152 1.67132 -4.44565 -0.17 0.41 -0.09 0.23
C -14.45562 -0.72422 3.01277 0.16 -0.13 0.06 -0.49
Br -14.50961 -0.60790 1.07170 -0.01 0.01 0.49 0.09
Br -13.61815 0.84076 3.80868 -0.30 -0.36 -0.25 0.09
Br -16.21619 -1.06530 3.76673 0.43 0.13 -0.21 0.09
H -13.82784 -1.58545 3.26418 -0.25 0.40 -0.09 0.22

---

(2)
8
Properties=species:S:1:pos:R:3:forces:R:3:nbo_charge:R:1 method="wB97M-V/def2-TZVPD" charge=-1 homo_lumo_gap_ev="7.026 / 6.964" total_energy_ev=-18059.961 homo_energy_ev="-3.3436 / -3.2905"
C 0.59589 0.80179 -0.35814 -0.55 -0.08 3.05 -0.37
O 0.22536 -1.45641 -1.47475 -0.86 0.68 1.42 -1.00
O 0.39468 -1.55571 0.98580 -0.37 0.75 0.43 -0.99
O 0.30343 1.73293 0.72790 1.54 -2.60 1.85 -0.74
S -0.10882 -0.81224 -0.16587 0.14 -1.34 -2.72 1.82
H 0.16485 1.24399 -1.20295 -0.55 0.53 -1.54 0.15
H 0.65843 1.22941 1.57597 -1.04 1.63 -2.56 0.47
H -2.23382 -1.18376 -0.08797 1.69 0.43 0.07 -0.34